1.
This record from the OMol25 dataset describes a cluster of 10 separate species, C18H39I2N11O19 in total. The level of theory is the ωB97M-V functional and the def2-TZVPD basis.

Positions of all 89 atoms, in Å:
I  1.37  -2.72  5.07
I  0.35  2.15  3.92
O  -2.81  -9.91  -0.17
O  2.46  7.02  2.36
O  -3.67  3.52  -7.54
O  0.88  5.78  1.59
O  1.58  4.46  -1.78
O  0.53  6.33  -1.53
O  5.36  -4.29  2.56
O  3.69  -3.05  3.15
O  5.99  0.12  -2.95
O  -3.04  3.87  -1.57
O  -3.47  1.40  -7.20
O  -3.60  -5.27  3.52
O  4.96  -1.37  -1.78
O  -3.40  -0.68  -3.77
O  -5.00  -5.67  1.93
O  -2.29  1.15  -3.57
O  -0.17  -0.15  -0.64
O  -2.18  3.38  0.35
O  -2.99  -7.77  -0.39
N  5.54  -0.31  -1.91
N  -0.21  -2.94  1.74
N  3.41  1.44  1.68
N  -3.21  -8.82  0.18
N  4.20  -3.95  2.50
N  -3.89  2.51  -6.92
N  -3.97  -5.19  2.37
N  -2.42  4.15  -0.56
N  -2.37  -0.05  -3.77
N  2.04  6.03  1.81
N  1.28  5.58  -2.13
C  -1.90  5.54  -0.46
C  1.33  0.21  4.06
C  -1.01  -0.90  4.58
C  0.59  -0.43  1.61
C  0.50  -0.75  4.94
C  -3.10  -4.45  1.41
C  -0.69  1.18  -0.64
C  2.82  0.60  2.16
C  3.32  -4.71  1.57
C  1.74  -0.32  2.66
C  -4.04  -8.76  1.42
C  1.02  -0.18  0.14
C  1.88  6.08  -3.40
C  5.70  0.52  -0.69
C  -1.12  -0.80  -4.03
C  -4.73  2.61  -5.70
C  3.05  5.01  1.38
C  0.12  -1.86  1.65
H  1.51  0.79  -0.01
H  4.70  0.75  -0.32
H  -2.76  6.21  -0.49
H  0.54  -0.34  5.95
H  2.21  -1.31  2.71
H  2.32  -4.30  1.62
H  -1.57  1.20  -1.30
H  2.96  6.06  -3.28
H  3.72  5.50  0.68
H  -1.24  5.71  -1.30
H  -3.44  -9.15  2.23
H  0.02  1.93  -1.01
H  2.53  4.18  0.92
H  6.22  1.43  -0.96
H  -0.29  -0.10  -4.00
H  -1.63  -0.74  5.47
H  -1.04  1.50  0.35
H  -1.36  5.65  0.48
H  -1.20  -1.94  4.30
H  1.53  7.08  -3.58
H  3.33  -5.75  1.88
H  -4.32  -7.73  1.60
H  3.73  -4.59  0.57
H  -1.02  -1.55  -3.26
H  -4.92  -9.38  1.25
H  -1.21  -1.25  -5.02
H  -2.82  -5.15  0.63
H  -4.13  2.27  -4.86
H  6.26  -0.06  0.03
H  -2.23  -4.09  1.94
H  -5.60  1.97  -5.84
H  -0.29  0.17  1.86
H  -1.34  -0.28  3.73
H  -3.69  -3.63  1.01
H  -5.03  3.64  -5.56
H  2.25  0.41  4.60
H  1.62  -1.03  -0.19
H  1.57  5.40  -4.19
H  3.58  4.69  2.27

Its net charge is 0. The SMILES is COC[C@@H](C#N)[C@@H](C#N)[C@@H](I)[C@@H](C)I.C[N+](=O)[O-].C[N+](=O)[O-].C[N+](=O)[O-].C[N+](=O)[O-].C[N+](=O)[O-].C[N+](=O)[O-].C[N+](=O)[O-].C[N+](=O)[O-].C[N+](=O)[O-]. The value obtained for the total energy is -90766.666 eV. Its HOMO energy is -9.67 eV. The gap between HOMO and LUMO is 0.33417 hartree.

And the Mulliken charges, in e, turn out to be: atom 1 (I): 0.09, atom 2 (I): 0.13, atom 3 (O): -0.56, atom 4 (O): -0.57, atom 5 (O): -0.54, atom 6 (O): -0.47, atom 7 (O): -0.43, atom 8 (O): -0.57, atom 9 (O): -0.54, atom 10 (O): -0.49, atom 11 (O): -0.54, atom 12 (O): -0.55, atom 13 (O): -0.53, atom 14 (O): -0.54, atom 15 (O): -0.54, atom 16 (O): -0.55, atom 17 (O): -0.60, atom 18 (O): -0.50, atom 19 (O): -0.37, atom 20 (O): -0.53, atom 21 (O): -0.52, atom 22 (N): 0.91, atom 23 (N): -0.60, atom 24 (N): -0.59, atom 25 (N): 0.90, atom 26 (N): 0.87, atom 27 (N): 0.89, atom 28 (N): 0.96, atom 29 (N): 0.97, atom 30 (N): 0.92, atom 31 (N): 0.90, atom 32 (N): 0.88, atom 33 (C): -0.64, atom 34 (C): -1.05, atom 35 (C): -0.98, atom 36 (C): 1.57, atom 37 (C): -0.52, atom 38 (C): -0.56, atom 39 (C): -1.04, atom 40 (C): -0.49, atom 41 (C): -0.63, atom 42 (C): 1.64, atom 43 (C): -0.43, atom 44 (C): -0.95, atom 45 (C): -0.81, atom 46 (C): -0.43, atom 47 (C): -0.73, atom 48 (C): -0.49, atom 49 (C): -0.63, atom 50 (C): -0.35, atom 51 (H): 0.39, atom 52 (H): 0.01, atom 53 (H): 0.32, atom 54 (H): 0.60, atom 55 (H): -0.32, atom 56 (H): 0.15, atom 57 (H): 0.34, atom 58 (H): 0.31, atom 59 (H): 0.31, atom 60 (H): 0.24, atom 61 (H): 0.28, atom 62 (H): 0.37, atom 63 (H): 0.14, atom 64 (H): 0.30, atom 65 (H): 0.28, atom 66 (H): 0.30, atom 67 (H): 0.46, atom 68 (H): 0.21, atom 69 (H): 0.26, atom 70 (H): 0.32, atom 71 (H): 0.30, atom 72 (H): 0.06, atom 73 (H): 0.28, atom 74 (H): 0.25, atom 75 (H): 0.28, atom 76 (H): 0.34, atom 77 (H): 0.23, atom 78 (H): 0.10, atom 79 (H): 0.29, atom 80 (H): 0.24, atom 81 (H): 0.26, atom 82 (H): -0.25, atom 83 (H): 0.27, atom 84 (H): 0.29, atom 85 (H): 0.31, atom 86 (H): 0.69, atom 87 (H): 0.42, atom 88 (H): 0.31, atom 89 (H): 0.29

2.
This record from the OMol25 dataset describes a cluster of 7 separate species, C18H39NO25P2S6 in total. The level of theory is the ωB97M-V functional and the def2-TZVPD basis.

Positions of all 91 atoms, in Å:
S  3.13  -2.95  1.70
S  7.34  0.75  -3.50
S  -2.06  -4.02  3.27
S  -1.27  3.18  -5.24
S  -3.81  6.13  -0.92
S  -7.34  -3.30  5.32
P  3.09  0.47  -1.13
P  1.34  -0.20  -0.02
O  3.86  -1.96  0.98
O  -2.23  -4.66  1.80
O  -0.76  -3.41  3.34
O  -2.13  4.44  -4.70
O  -3.91  7.73  -1.20
O  -2.21  5.98  -1.13
O  -4.47  5.45  -2.00
O  -6.13  -3.55  6.37
O  8.63  -0.01  -2.88
O  -2.41  2.05  -5.04
O  2.54  -4.09  1.07
O  6.78  -0.48  -4.39
O  -2.52  -4.97  4.24
O  4.07  -3.48  2.92
O  -1.04  3.35  -6.64
O  -3.16  -2.84  3.13
O  2.01  -2.21  2.60
O  7.81  1.78  -4.38
O  -7.09  -4.61  4.39
O  6.41  1.00  -2.44
O  -1.51  2.23  0.92
O  -7.03  -2.14  4.54
O  -0.21  2.93  -4.31
O  -4.12  5.89  0.45
O  -8.58  -3.46  6.01
N  -0.06  0.86  -0.26
C  3.70  -2.79  4.12
C  7.80  -1.47  -4.51
C  3.52  -0.69  -2.57
C  -3.37  -4.08  1.16
C  8.57  -1.40  -3.20
C  4.58  0.68  0.05
C  -0.41  1.62  0.93
C  -3.50  -2.69  1.75
C  2.21  -2.53  3.98
C  0.04  1.72  -1.49
C  -1.67  7.20  -1.64
C  -2.60  8.29  -1.13
C  -5.57  -4.84  6.15
C  0.46  1.71  2.27
C  -5.80  -5.14  4.68
C  -3.51  4.08  -4.65
C  -3.51  2.59  -4.31
C  0.83  -1.82  -0.90
H  -3.33  2.43  -3.25
H  8.04  -1.92  -2.40
H  -4.03  4.67  -3.90
H  7.36  -2.46  -4.68
H  -5.07  -4.63  4.06
H  4.12  0.84  1.09
H  -4.51  -4.85  6.41
H  -2.54  9.20  -1.73
H  -3.95  4.26  -5.63
H  -5.77  -6.21  4.47
H  0.59  2.69  -1.35
H  1.63  -3.42  4.21
H  -3.23  -4.05  0.08
H  9.57  -1.82  -3.29
H  5.18  1.59  -0.28
H  1.67  -2.57  -0.96
H  4.29  -1.49  -2.30
H  -0.65  7.33  -1.31
H  3.94  -3.39  5.00
H  -4.51  -2.28  1.65
H  -0.03  -2.30  -0.32
H  2.60  -1.23  -3.00
H  8.43  -1.21  -5.36
H  0.39  -1.54  -1.93
H  -4.25  -4.69  1.39
H  3.91  -0.04  -3.43
H  -1.04  1.88  -1.86
H  1.88  -1.70  4.61
H  4.27  -1.86  4.16
H  5.28  -0.23  0.04
H  -4.44  2.11  -4.61
H  0.12  0.92  3.03
H  1.58  1.70  2.09
H  -2.79  -2.00  1.30
H  0.20  2.73  2.74
H  0.52  1.07  -2.30
H  -1.69  7.14  -2.74
H  -2.38  8.53  -0.09
H  -6.10  -5.55  6.79

Its net charge is 0. The SMILES is CC(=O)N(C)P(C)#P(C)C.O=S1(=O)OCCO1.O=S1(=O)OCCO1.O=S1(=O)OCCO1.O=S1(=O)OCCO1.O=S1(=O)OCCO1.O=S1(=O)OCCO1. The value obtained for the total energy is -155557.660 eV. Its HOMO energy is -7.08 eV. The gap between HOMO and LUMO is 0.27496 hartree.

And the Mulliken charges, in e, turn out to be: atom 1 (S): 0.94, atom 2 (S): 1.00, atom 3 (S): 0.86, atom 4 (S): 1.10, atom 5 (S): 1.07, atom 6 (S): 1.09, atom 7 (P): 0.23, atom 8 (P): -0.04, atom 9 (O): -0.37, atom 10 (O): -0.31, atom 11 (O): -0.28, atom 12 (O): -0.30, atom 13 (O): -0.32, atom 14 (O): -0.18, atom 15 (O): -0.60, atom 16 (O): -0.32, atom 17 (O): -0.32, atom 18 (O): -0.33, atom 19 (O): -0.59, atom 20 (O): -0.29, atom 21 (O): -0.57, atom 22 (O): -0.36, atom 23 (O): -0.57, atom 24 (O): -0.29, atom 25 (O): -0.12, atom 26 (O): -0.58, atom 27 (O): -0.33, atom 28 (O): -0.35, atom 29 (O): -0.60, atom 30 (O): -0.53, atom 31 (O): -0.45, atom 32 (O): -0.54, atom 33 (O): -0.53, atom 34 (N): 0.36, atom 35 (C): -0.39, atom 36 (C): -0.34, atom 37 (C): -0.95, atom 38 (C): -0.32, atom 39 (C): -0.32, atom 40 (C): -0.86, atom 41 (C): 0.45, atom 42 (C): -0.32, atom 43 (C): -0.33, atom 44 (C): -0.96, atom 45 (C): -0.27, atom 46 (C): -0.38, atom 47 (C): -0.35, atom 48 (C): -0.71, atom 49 (C): 0.14, atom 50 (C): -0.14, atom 51 (C): -0.26, atom 52 (C): -0.99, atom 53 (H): 0.23, atom 54 (H): 0.27, atom 55 (H): 0.20, atom 56 (H): 0.33, atom 57 (H): -0.15, atom 58 (H): 0.29, atom 59 (H): 0.31, atom 60 (H): 0.31, atom 61 (H): 0.26, atom 62 (H): 0.32, atom 63 (H): 0.28, atom 64 (H): 0.27, atom 65 (H): 0.35, atom 66 (H): 0.31, atom 67 (H): 0.37, atom 68 (H): 0.32, atom 69 (H): 0.23, atom 70 (H): 0.32, atom 71 (H): 0.32, atom 72 (H): 0.33, atom 73 (H): 0.11, atom 74 (H): 0.38, atom 75 (H): 0.29, atom 76 (H): 0.37, atom 77 (H): 0.29, atom 78 (H): 0.28, atom 79 (H): 0.21, atom 80 (H): 0.34, atom 81 (H): 0.29, atom 82 (H): 0.18, atom 83 (H): 0.33, atom 84 (H): 0.14, atom 85 (H): 0.20, atom 86 (H): 0.28, atom 87 (H): 0.33, atom 88 (H): 0.37, atom 89 (H): 0.22, atom 90 (H): 0.29, atom 91 (H): 0.30